Entry from OMol25: a molecular structure, C26H68N2O10 in a non-equilibrium geometry (ωB97M-V/def2-TZVPD).

Values from the calculation:
* HOMO: -8.31 eV
* DFT total energy: -51508.8714 eV
* HOMO-LUMO gap: 8.92 eV
* max |F|: 4.38 eV/Å
* spin multiplicity: 1
* LUMO level: 0.61 eV

Element x y z (Å)
C 8.36625 -8.82686 -13.32837
C 7.41206 -9.08020 -14.56309
O 6.61694 -10.25114 -14.67121
O 7.76032 -9.25526 -12.18588
H 8.61722 -7.76622 -13.31686
H 9.21783 -9.50677 -13.30311
H 8.06902 -8.92224 -15.41841
H 6.73289 -8.22989 -14.50140
H 6.23610 -10.37711 -13.79903
H 8.17262 -10.07408 -11.90101
C 4.64016 -12.22859 -13.29424
O 5.60761 -13.22985 -13.00970
C 5.86302 -13.99024 -14.23548
C 6.48675 -13.31066 -15.50976
N 7.97121 -13.12270 -15.31322
C 8.85202 -14.23628 -14.97031
C 9.89541 -14.42134 -16.11279
O 10.52014 -13.17924 -16.46806
C 11.68441 -13.24168 -17.32090
H 5.07928 -11.42719 -13.88840
H 4.41421 -11.84249 -12.30027
H 3.68378 -12.36651 -13.79863
H 4.90468 -14.30078 -14.65172
H 6.25802 -14.95121 -13.90593
H 6.06822 -12.32594 -15.71773
H 6.28286 -13.91166 -16.39595
H 8.29354 -12.64159 -16.14072
H 8.30986 -15.17882 -14.89438
H 9.43436 -13.97639 -14.08631
H 9.32446 -14.80650 -16.95763
H 10.54323 -15.27694 -15.92206
H 11.47596 -13.63024 -18.31772
H 12.46046 -13.89305 -16.91892
H 12.23319 -12.29996 -17.31062
C 9.57461 -12.10835 -20.90642
O 9.29572 -13.50740 -20.59052
C 8.28587 -14.00893 -21.44850
C 7.83434 -15.55056 -21.35747
N 6.97680 -15.80865 -20.17164
C 7.77025 -15.56597 -19.00126
C 7.13629 -16.00935 -17.71358
O 6.56772 -17.30177 -18.07999
C 5.39532 -17.51872 -17.34651
H 9.94494 -11.89345 -21.90881
H 10.28388 -11.72248 -20.17420
H 8.67376 -11.57907 -20.59587
H 8.62295 -13.78758 -22.46116
H 7.39655 -13.38326 -21.37280
H 8.76741 -16.10815 -21.27634
H 7.26468 -16.01820 -22.16053
H 6.73835 -16.78981 -20.19561
H 8.19908 -14.57513 -18.85142
H 8.70646 -16.11706 -19.09016
H 6.28676 -15.36100 -17.49897
H 7.81627 -16.21820 -16.88769
H 5.19511 -18.59014 -17.35510
H 4.60493 -16.84565 -17.67870
H 5.47302 -17.36100 -16.27078
C 10.62362 -8.47025 -17.57983
C 9.69456 -8.99999 -16.49703
C 9.91134 -10.50616 -16.14491
O 10.01894 -8.26970 -15.33009
H 10.53294 -9.13943 -18.43544
H 11.65721 -8.51997 -17.23733
H 10.26248 -7.45735 -17.75790
H 8.65927 -8.79760 -16.77149
H 10.95042 -10.79332 -15.98386
H 9.41220 -11.16669 -16.85388
H 9.35976 -10.61244 -15.21079
H 10.64711 -8.68694 -14.73604
C 5.36602 -10.55379 -17.67501
C 6.70980 -11.23299 -17.82653
C 7.41663 -10.99376 -19.08205
O 7.52535 -10.84468 -16.76357
H 5.37941 -9.58567 -18.17566
H 4.90501 -10.39548 -16.70008
H 4.68084 -11.09670 -18.32607
H 6.43858 -12.28623 -17.75420
H 6.92056 -11.47848 -19.92291
H 8.43093 -11.39260 -19.09748
H 7.46011 -9.94402 -19.37233
H 7.08015 -10.51027 -15.98155
C 3.96304 -6.41558 -16.35881
C 5.51512 -6.52487 -16.05197
C 6.30732 -7.21400 -17.15160
O 5.99163 -5.17005 -15.98919
H 3.41291 -5.61625 -15.86229
H 3.37975 -7.32058 -16.18895
H 3.79195 -6.21041 -17.41556
H 5.83034 -6.98332 -15.11466
H 6.20976 -8.28570 -16.97823
H 7.37982 -7.03890 -17.06699
H 5.91818 -7.14979 -18.16775
H 6.94182 -5.23588 -16.10922
C 3.43823 -13.71442 -21.09223
C 4.85537 -14.04796 -20.66544
C 5.56701 -12.91110 -19.96541
O 4.80700 -15.22845 -19.84976
H 3.02321 -12.81944 -20.62868
H 2.71799 -14.52703 -20.99740
H 3.40449 -13.49665 -22.15972
H 5.45735 -14.25930 -21.54921
H 4.85127 -12.28415 -19.43364
H 6.10808 -12.31085 -20.69687
H 6.26146 -13.13897 -19.15677
H 5.72926 -15.46900 -19.73499